Entry 1:
A cluster of 5 separate species, C34H67FN3O8 in total in a non-equilibrium geometry, computed with the ωB97M-V functional and the def2-TZVPD basis.

Structure (XYZ):
```
113
Properties=species:S:1:pos:R:3
N 7.841 0.056 1.800
C 7.004 -0.574 0.763
C 7.459 -0.095 -0.608
C 6.516 -0.371 -1.782
C 5.097 0.244 -1.703
C 4.961 1.506 -0.874
C 5.508 2.763 -1.551
N 5.719 3.879 -0.634
N 4.739 0.576 -3.158
C 3.236 0.690 -3.308
O 2.722 1.896 -2.948
C 2.791 -0.494 -2.417
O 1.669 -0.102 -1.671
C 0.488 -0.291 -2.312
O 0.450 -0.640 -3.457
C -0.703 0.027 -1.503
C -1.688 -0.937 -1.303
C -2.823 -0.598 -0.573
C -2.953 0.698 -0.080
C -1.969 1.666 -0.280
C -0.823 1.321 -0.991
C 3.994 -0.812 -1.466
C 3.580 -1.063 -0.014
C 2.467 -2.060 0.050
O 1.469 -1.986 0.640
F 2.757 -3.140 -0.685
H 7.269 0.348 2.576
H 8.545 -0.590 2.126
H 5.977 -0.308 0.984
H 7.095 -1.658 0.838
H 7.762 0.944 -0.561
H 8.373 -0.646 -0.824
H 7.014 0.032 -2.665
H 6.469 -1.445 -1.941
H 5.433 1.411 0.094
H 3.899 1.671 -0.685
H 6.457 2.564 -2.058
H 4.807 3.112 -2.303
H 5.927 3.563 0.302
H 4.906 4.476 -0.610
H 4.941 -0.306 -3.642
H 5.338 1.241 -3.650
H 3.040 0.447 -4.351
H 2.479 2.390 -3.738
H 2.651 -1.378 -3.023
H -1.577 -1.928 -1.712
H -3.597 -1.324 -0.393
H -3.840 0.977 0.468
H -2.084 2.667 0.104
H -0.032 2.035 -1.158
H 4.363 -1.775 -1.806
H 4.415 -1.527 0.502
H 3.269 -0.164 0.499
C -7.476 -3.235 -3.483
C -7.255 -1.833 -2.943
O -5.909 -1.557 -2.589
C -4.960 -1.651 -3.634
C -5.209 -0.697 -4.790
H -7.123 -3.978 -2.767
H -8.537 -3.400 -3.668
H -6.944 -3.401 -4.421
H -7.832 -1.708 -2.027
H -7.626 -1.081 -3.649
H -4.885 -2.684 -3.994
H -4.001 -1.410 -3.172
H -6.142 -0.919 -5.308
H -4.400 -0.771 -5.517
H -5.265 0.331 -4.430
C 10.371 -4.234 4.523
C 9.477 -3.009 4.448
O 8.543 -3.040 3.378
C 7.619 -4.115 3.392
C 6.733 -4.155 4.626
H 10.897 -4.381 3.580
H 11.105 -4.111 5.319
H 9.804 -5.141 4.733
H 10.089 -2.125 4.270
H 8.961 -2.846 5.400
H 8.140 -5.069 3.260
H 6.998 -3.973 2.506
H 7.308 -4.331 5.535
H 6.003 -4.959 4.536
H 6.201 -3.210 4.746
C -3.413 4.541 3.835
C -2.306 4.816 2.831
O -2.750 5.413 1.626
C -3.385 6.674 1.753
C -2.507 7.750 2.367
H -4.194 3.928 3.383
H -3.011 4.016 4.702
H -3.878 5.461 4.191
H -1.851 3.871 2.532
H -1.511 5.416 3.288
H -4.323 6.576 2.310
H -3.654 6.962 0.737
H -2.240 7.521 3.400
H -3.031 8.706 2.366
H -1.581 7.858 1.800
C -11.783 -2.777 1.584
C -10.700 -2.463 0.567
O -11.178 -1.847 -0.614
C -11.831 -0.602 -0.447
C -10.957 0.477 0.170
H -12.560 -3.398 1.135
H -11.357 -3.310 2.434
H -12.260 -1.873 1.966
H -10.231 -3.393 0.243
H -9.907 -1.856 1.021
H -12.755 -0.727 0.128
H -12.127 -0.297 -1.451
H -10.663 0.230 1.192
H -11.496 1.423 0.200
H -10.046 0.611 -0.415
```

Calculated values
Kohn-Sham gap: 7.687 eV
total charge: +1
electronic energy: -2201.46416 Eh
LUMO energy: -0.109 Ha
maximum force: 1.62 eV Å⁻¹
HOMO level: -10.666 eV

***

Entry 2:
A cluster of 2 separate species, C6H12O in total in a non-equilibrium geometry, computed with the ωB97M-V functional and the def2-TZVPD basis.

Structure (XYZ):
```
19
Properties=species:S:1:pos:R:3
C 0.794 -1.034 -1.238
C 0.042 -0.719 -0.107
C 0.453 0.414 0.757
C -0.511 0.985 1.792
C 1.575 1.208 0.668
C 1.830 2.647 1.087
H 1.679 -0.477 -1.456
H 0.506 -1.868 -1.929
H -0.929 -1.098 -0.185
H -0.797 2.053 1.772
H -0.050 0.887 2.818
H -1.473 0.321 1.789
H 2.288 0.895 -0.073
H 2.703 2.714 1.759
H 1.021 3.054 1.711
H 1.969 3.336 0.235
O -3.137 -3.117 -2.342
H -3.691 -2.322 -2.308
H -3.228 -3.571 -3.162
```

Calculated values
Kohn-Sham gap: 8.843 eV
electronic energy: -310.96231 Eh
LUMO energy: 0.028 Ha
maximum force: 5.11 eV Å⁻¹
SMILES: C=C/C(C)=C/C.O
energy relative to the best compared isomer or geometry (same formula, charge and spin): 254.6 kJ/mol
HOMO level: -8.074 eV

***

Entry 3:
A structure of composition C26H20AuN7Se, computed with the ωB97M-V functional and the def2-TZVPD basis.

Structure (XYZ):
```
55
Properties=species:S:1:pos:R:3
Au -0.011 0.735 0.549
C 4.053 -0.637 0.364
C 4.845 0.507 0.246
C 4.212 1.713 0.142
C 2.809 1.814 0.176
N 2.052 0.702 0.382
C 2.700 -0.502 0.431
N 2.352 3.081 -0.057
C 1.126 3.416 -0.174
N -0.008 2.632 -0.036
C -1.137 3.423 -0.166
N -2.364 3.096 -0.039
C -2.828 1.833 0.202
C -4.232 1.741 0.181
C -4.873 0.541 0.298
C -4.088 -0.609 0.415
C -2.733 -0.482 0.467
N -2.077 0.717 0.405
C -0.694 4.791 -0.459
C -1.423 5.943 -0.685
C -0.695 7.103 -0.925
C 0.700 7.099 -0.929
C 1.423 5.934 -0.694
C 0.689 4.787 -0.464
H 4.481 -1.628 0.407
H 5.924 0.442 0.211
H 4.746 2.641 0.006
H 2.086 -1.377 0.519
H -4.761 2.673 0.046
H -5.952 0.483 0.274
H -4.522 -1.596 0.469
H -2.124 -1.361 0.556
H -2.503 5.938 -0.675
H -1.219 8.031 -1.110
H 1.229 8.024 -1.118
H 2.504 5.923 -0.692
C -0.008 -4.434 2.687
N 0.005 -3.960 1.306
C 0.007 -2.696 0.884
Se -0.010 -1.220 2.053
N 0.020 -2.688 -0.458
C 0.026 -4.004 -0.936
C 0.039 -4.527 -2.220
C 0.040 -5.906 -2.313
C 0.030 -6.725 -1.174
C 0.017 -6.197 0.103
C 0.016 -4.811 0.191
H -0.012 -3.586 3.366
H 0.880 -5.036 2.868
H -0.901 -5.032 2.854
H 0.025 -1.853 -1.021
H 0.047 -3.899 -3.101
H 0.050 -6.367 -3.291
H 0.031 -7.798 -1.301
H 0.009 -6.832 0.978
```

Calculated values
Kohn-Sham gap: 6.489 eV
total charge: +2
electronic energy: -3922.72998 Eh
LUMO energy: -0.277 Ha
maximum force: 0.34 eV Å⁻¹
HOMO level: -14.024 eV

***

Entry 4:
A structure of composition C4H14IN4O3 in a non-equilibrium geometry, computed with the ωB97M-V functional and the def2-TZVPD basis.

Structure (XYZ):
```
26
Properties=species:S:1:pos:R:3
I 19.235 9.867 -21.180
C 21.382 6.396 -19.261
C 20.770 7.716 -19.764
O 19.272 7.757 -19.523
H 21.557 6.275 -18.192
H 22.303 6.299 -19.836
H 20.793 5.542 -19.595
H 20.890 7.880 -20.835
H 21.250 8.549 -19.249
H 19.092 8.695 -19.618
C 19.864 12.014 -23.907
O 20.163 12.644 -24.944
N 18.699 11.997 -23.301
N 20.673 11.249 -23.307
H 18.550 11.374 -22.520
H 18.008 12.591 -23.736
H 20.296 10.934 -22.425
H 21.653 11.472 -23.404
C 20.725 12.955 -20.559
O 19.835 13.348 -21.306
N 20.967 11.700 -20.264
N 21.422 13.727 -19.759
H 21.722 11.490 -19.627
H 20.287 10.993 -20.504
H 21.912 13.339 -18.966
H 21.344 14.729 -19.851
```

Calculated values
Kohn-Sham gap: 7.516 eV
total charge: -1
electronic energy: -903.23132 Eh
LUMO energy: 0.114 Ha
maximum force: 7.58 eV Å⁻¹
energy relative to the best compared isomer or geometry (same formula, charge and spin): 583.3 kJ/mol
HOMO level: -4.421 eV

***

Entry 5:
A structure of composition C16H64O16 in a non-equilibrium geometry, computed with the ωB97M-V functional and the def2-TZVPD basis.

Structure (XYZ):
```
96
Properties=species:S:1:pos:R:3
C -1.935 -1.980 -2.530
O -0.852 -2.213 -3.452
H -1.953 -2.715 -1.719
H -1.845 -0.944 -2.222
H -2.875 -2.179 -3.058
H -1.153 -2.967 -3.968
C -1.258 -2.244 4.343
O 0.038 -2.268 3.744
H -1.546 -1.203 4.505
H -1.988 -2.726 3.692
H -1.261 -2.735 5.317
H 0.223 -1.370 3.431
C -2.511 1.399 3.501
O -3.033 2.717 3.335
H -3.174 0.770 4.102
H -2.482 0.921 2.520
H -1.499 1.344 3.908
H -3.345 2.980 4.208
C 0.990 -4.016 -1.468
O 1.502 -5.044 -0.641
H 1.501 -3.062 -1.298
H 1.093 -4.282 -2.518
H -0.067 -3.882 -1.222
H 1.074 -4.953 0.221
C -3.958 -1.965 0.756
O -3.023 -0.944 1.040
H -3.752 -2.874 1.318
H -5.001 -1.722 0.998
H -3.931 -2.161 -0.323
H -3.328 -0.109 0.635
C 2.156 0.224 3.190
O 0.908 0.117 2.517
H 2.476 1.264 3.289
H 2.004 -0.213 4.177
H 2.917 -0.330 2.639
H 1.025 0.196 1.551
C -0.398 3.260 1.326
O -0.904 4.207 2.247
H 0.452 2.671 1.691
H -1.165 2.492 1.160
H -0.085 3.706 0.380
H -1.762 3.849 2.530
C -1.326 -4.321 1.403
O 0.044 -4.295 1.801
H -1.492 -5.224 0.820
H -1.994 -4.239 2.260
H -1.434 -3.424 0.782
H 0.172 -3.608 2.475
C 2.762 3.594 -0.287
O 3.218 4.338 0.824
H 3.635 3.079 -0.694
H 2.085 2.774 -0.041
H 2.344 4.218 -1.077
H 2.520 4.906 1.162
C 3.885 0.285 -2.334
O 5.103 0.465 -1.643
H 3.896 0.959 -3.190
H 3.753 -0.755 -2.649
H 3.018 0.565 -1.722
H 5.057 0.037 -0.764
C 0.287 2.842 -3.392
O 0.160 2.694 -1.984
H 0.374 3.909 -3.623
H 1.235 2.419 -3.720
H -0.524 2.344 -3.924
H -0.553 3.232 -1.633
C 3.920 -1.645 0.590
O 4.969 -0.710 0.865
H 2.972 -1.109 0.579
H 4.062 -2.167 -0.356
H 3.891 -2.407 1.370
H 5.491 -1.007 1.612
C -2.864 2.795 0.648
O -3.666 1.680 0.262
H -2.760 3.533 -0.150
H -3.274 3.281 1.529
H -1.873 2.398 0.885
H -3.663 1.619 -0.711
C -1.791 1.930 -2.858
O -2.997 1.328 -2.411
H -1.863 3.023 -2.902
H -0.910 1.722 -2.251
H -1.539 1.578 -3.862
H -3.667 1.476 -3.084
C -0.313 -0.671 -0.254
O 0.790 0.273 -0.253
H -0.123 -1.452 0.478
H -1.198 -0.134 0.109
H -0.549 -1.024 -1.256
H 0.663 0.734 -1.096
C 2.317 -0.383 -3.274
O 0.960 -0.124 -3.601
H 2.901 0.461 -3.629
H 2.531 -0.584 -2.220
H 2.632 -1.275 -3.825
H 0.448 -0.947 -3.635
```

Calculated values
Kohn-Sham gap: 8.997 eV
electronic energy: -1851.14876 Eh
LUMO energy: 0.005 Ha
maximum force: 8.21 eV Å⁻¹
energy relative to the best compared isomer or geometry (same formula, charge and spin): 1625.0 kJ/mol
HOMO level: -8.861 eV

***

Entry 6:
A structure of composition C8H24FeO26S4V3 in a non-equilibrium geometry, computed with the ωB97M-V functional and the def2-TZVPD basis.

Structure (XYZ):
```
66
Properties=species:S:1:pos:R:3
Fe 0.542 1.114 3.421
O 1.215 2.884 -1.663
V -0.239 2.383 -1.258
O -1.324 3.326 -1.905
O -0.050 -4.357 0.499
V -0.880 -3.164 1.127
O -2.175 -2.850 0.265
O 3.744 1.634 -0.452
V 4.138 0.455 0.529
O 5.175 -0.501 -0.230
S -0.463 -1.995 4.219
O 0.872 -2.564 4.159
O -1.205 -2.557 3.043
O -1.118 -2.264 5.486
O -0.371 -0.504 3.965
S -0.088 3.291 2.032
O -0.449 4.505 2.723
O -0.158 3.336 0.567
O 1.203 2.735 2.573
O -0.859 2.109 2.503
S 3.678 0.106 4.011
O 4.533 1.023 4.714
O 3.569 -1.248 4.496
O 2.261 0.693 4.050
O 4.134 0.095 2.579
S 0.971 -0.391 0.472
O 0.199 -1.606 0.424
O 0.494 0.596 -0.506
O 0.812 0.244 1.770
O 2.413 -0.608 0.239
C 2.211 -1.704 -3.224
O 2.817 -0.654 -2.481
H 1.122 -1.568 -3.304
H 2.572 -1.653 -4.249
H 2.345 -2.646 -2.691
H 2.872 -0.939 -1.548
C 3.404 -3.903 0.875
O 3.141 -2.916 1.867
H 3.081 -3.466 -0.078
H 4.470 -4.152 0.905
H 2.778 -4.776 1.064
H 3.086 -2.063 1.428
C -2.040 -0.783 -3.420
C -1.333 0.407 -4.043
C -2.142 1.598 -4.483
O -0.414 1.010 -3.108
H -1.355 -1.630 -3.392
H -2.992 -1.029 -3.895
H -2.346 -0.592 -2.390
H -0.821 -0.020 -4.915
H -2.720 1.978 -3.639
H -2.831 1.384 -5.305
H -1.508 2.427 -4.792
H 0.119 0.335 -2.650
C -4.443 2.138 -0.717
C -3.238 1.800 0.181
C -3.608 1.350 1.568
O -2.410 0.854 -0.522
H -5.025 1.239 -0.916
H -4.037 2.676 -1.573
H -5.076 2.861 -0.195
H -2.627 2.694 0.279
H -2.725 0.820 1.925
H -4.546 0.823 1.748
H -3.648 2.230 2.214
H -2.710 -0.050 -0.376
```

Calculated values
multiplicity: 6
Kohn-Sham gap (spin up / spin down): 7.514 / 7.368 eV
total charge: -2
electronic energy: -7964.28495 Eh
LUMO energy (spin up / spin down): 0.123 / 0.120 Ha
maximum force: 4.62 eV Å⁻¹
HOMO level (spin up / spin down): -4.171 / -4.096 eV

***

Entry 7:
A structure of composition C36H22N10O3Pm in a non-equilibrium geometry, computed with the ωB97M-V functional and the def2-TZVPD basis.

Structure (XYZ):
```
72
Properties=species:S:1:pos:R:3
Pm -0.133 1.673 0.725
C -2.190 -0.832 6.425
C -3.371 -1.216 5.766
C -3.486 -1.287 4.361
C -2.396 -0.871 3.664
C -2.190 -0.567 2.246
N -3.070 -0.713 1.344
C -2.713 -0.457 0.023
C -2.730 -1.489 -0.938
C -2.954 -2.826 -0.570
C -2.944 -3.863 -1.464
C -2.566 -3.552 -2.851
C -2.059 -2.373 -3.193
C -1.847 -1.224 -2.181
C -2.075 1.275 -1.611
N -0.830 2.136 -1.571
C 0.439 1.775 -2.055
N 1.264 1.359 -1.100
C 2.436 0.813 -1.475
N 3.376 0.311 -0.668
C 3.153 0.196 0.607
N 1.922 0.448 1.356
C 2.011 -0.091 2.504
N 1.081 -0.179 3.504
C -0.173 -0.252 3.258
N -0.845 -0.096 2.080
C -1.230 -0.617 4.335
C -1.076 -0.563 5.690
C 3.370 -0.684 2.735
C 3.909 -1.381 3.831
C 5.292 -1.622 3.795
C 6.062 -1.299 2.679
C 5.505 -0.733 1.562
C 4.156 -0.387 1.660
C 2.351 0.831 -2.937
C 3.182 0.285 -3.923
C 2.820 0.522 -5.220
C 1.643 1.214 -5.638
C 0.792 1.715 -4.655
C 1.077 1.466 -3.280
N -2.264 0.846 -0.214
H -2.191 -0.535 7.518
H -4.156 -1.683 6.333
H -4.395 -1.452 3.820
H -3.326 -2.959 0.456
H -3.072 -4.884 -1.066
H -2.739 -4.264 -3.628
H -1.973 -2.223 -4.254
H -0.066 -0.372 6.082
H 3.204 -1.875 4.564
H 5.701 -2.001 4.708
H 7.159 -1.270 2.737
H 6.024 -0.504 0.665
H 4.217 -0.114 -3.773
H 3.480 0.191 -6.004
H 1.445 1.309 -6.685
H -0.160 2.227 -4.935
N -0.427 -1.129 -1.703
C -2.272 0.127 -2.699
C -2.770 2.645 -1.958
O -3.895 3.010 -2.001
N -1.529 3.284 -2.065
C -1.144 4.572 -1.505
C -0.800 4.324 -0.039
O 0.405 4.028 0.209
O -1.763 4.240 0.748
H 0.034 -1.106 -2.556
H -0.146 -1.900 -1.145
H -3.323 0.050 -2.928
H -1.783 0.503 -3.644
H -2.082 5.114 -1.711
H -0.358 4.955 -2.146
```

Calculated values
multiplicity: 5
Kohn-Sham gap (spin up / spin down): 5.306 / 5.304 eV
total charge: -1
electronic energy: -2766.86162 Eh
LUMO energy (spin up / spin down): 0.050 / 0.050 Ha
maximum force: 4.05 eV Å⁻¹
HOMO level (spin up / spin down): -3.943 / -3.943 eV

***

Entry 8:
An isolated molecule of C4H7NO2S in a non-equilibrium geometry, computed with the ωB97M-V functional and the def2-TZVPD basis.

Structure (XYZ):
```
15
Properties=species:S:1:pos:R:3
C 1.439 0.322 -0.311
C 0.246 -0.149 0.489
C 0.123 -1.657 0.633
S -1.194 0.392 -0.516
O -1.057 -0.022 -1.874
O -2.976 0.107 0.360
C -1.102 2.151 -0.405
N -1.084 3.285 -0.259
H 1.438 1.407 -0.417
H 2.366 0.026 0.179
H 1.412 -0.124 -1.303
H 0.145 0.378 1.436
H -0.006 -1.947 1.673
H 1.000 -2.160 0.235
H -0.748 -2.008 0.082
```

Calculated values
Kohn-Sham gap: 9.706 eV
electronic energy: -759.84555 Eh
LUMO energy: -0.024 Ha
maximum force: 6.81 eV Å⁻¹
SMILES: CC(C)S(=O)(=O)C#N
energy relative to the best compared isomer or geometry (same formula, charge and spin): 606.5 kJ/mol
HOMO level: -10.359 eV